Here is C20H32FInN7O4S as an isolated structure at a distorted geometry from the Open Molecules 2025 dataset. Energies are from wB97M-V/def2-TZVPD.

Properties
Energy ... -2153.813368 a.u.
HOMO energy ... -0.18756 Ha

Geometry as ORCA input:
```
! wB97M-V def2-TZVPD RIJCOSX def2/J DEFGRID3
* xyz -1 1
H -5.32 3.95 0.79
H 2.76 7.46 0.90
H -1.57 -0.42 1.87
C 1.39 1.11 -1.51
H -0.11 -4.46 4.26
N -3.42 1.86 -0.63
C -2.12 -1.71 0.33
C -0.64 -4.45 5.21
H 2.58 -1.49 -1.93
H -4.38 -2.71 -7.05
N 2.00 0.60 -0.37
H -4.21 3.34 2.02
H -1.62 -4.91 5.04
H 3.13 6.51 2.34
O 4.27 0.63 -0.11
C -4.85 3.06 1.19
C -4.46 -3.00 -6.00
C 3.46 7.34 1.72
H -0.61 1.76 -0.93
C -3.14 -3.10 -5.40
O 1.72 0.84 -2.66
C -4.06 2.40 0.16
H 4.68 2.76 0.41
N 5.85 6.86 0.79
F -0.09 -4.88 0.43
H -5.62 2.39 1.55
In 0.85 -0.87 0.75
O -2.45 -2.61 1.10
H -0.09 -5.07 5.92
C -1.96 -0.79 -1.93
C 1.29 -2.97 0.08
H -1.67 0.37 0.31
C -2.22 -3.16 -1.55
H -2.45 -3.17 -2.62
H 4.15 -1.82 -1.09
C 0.35 2.17 -1.24
C 3.31 0.11 -0.64
H 0.72 2.83 -0.45
H 1.04 -3.17 -0.96
S 1.67 -0.76 3.07
H 4.83 3.45 2.02
H -0.88 -0.89 -2.10
N -0.93 -2.04 6.13
N -2.11 -3.18 -4.90
H 0.61 -1.32 3.67
C 4.37 3.59 1.04
C 3.52 -1.07 -1.57
H -1.16 -3.41 -1.45
H 4.04 -0.69 -2.45
C -0.80 -3.10 5.72
H 3.46 8.24 2.33
N -2.49 -1.81 -1.03
C -1.34 -0.54 0.81
N 1.78 3.65 1.25
H 2.38 -3.08 0.19
H -2.23 0.20 -1.57
H 4.75 4.52 0.62
C 0.67 -3.91 1.02
C 2.92 3.65 1.16
C 4.80 7.08 1.21
H -2.47 -0.90 -2.89
H -4.98 -3.95 -5.94
H -2.82 -3.89 -1.03
H 0.18 2.73 -2.16
H -5.05 -2.25 -5.48
O 0.78 -3.91 2.21
*
```